Here is a 7-piece molecular cluster, C30H73N7O4 overall in a non-equilibrium geometry from the OMol25 dataset. Energies are from wB97M-V/def2-TZVPD.

Atoms and positions in Å:
C  0.75  -2.07  3.00
C  1.80  -1.22  3.72
N  1.49  0.20  3.71
C  0.16  0.59  4.12
C  -0.14  0.30  5.60
C  2.59  0.99  4.23
C  2.42  2.49  3.98
H  0.55  -1.73  1.99
H  -0.16  -2.02  3.63
H  0.99  -3.13  2.99
H  1.98  -1.61  4.74
H  2.72  -1.42  3.16
H  -0.02  1.64  3.91
H  -0.58  0.10  3.48
H  0.16  -0.74  5.79
H  0.45  0.95  6.24
H  -1.20  0.35  5.84
H  3.48  0.65  3.67
H  2.81  0.84  5.30
H  3.34  3.03  4.20
H  1.60  2.83  4.62
H  2.12  2.70  2.96
C  -0.70  -4.22  -0.05
C  -1.92  -4.31  -0.98
N  -2.98  -3.42  -0.54
C  -4.02  -3.21  -1.55
C  -3.49  -2.55  -2.82
C  -3.62  -3.95  0.67
C  -4.25  -2.85  1.52
H  0.00  -3.45  -0.40
H  -0.18  -5.18  -0.02
H  -0.95  -3.97  0.98
H  -1.56  -4.12  -1.99
H  -2.30  -5.34  -1.08
H  -4.57  -4.14  -1.77
H  -4.79  -2.54  -1.14
H  -2.79  -3.19  -3.36
H  -4.27  -2.37  -3.56
H  -2.93  -1.64  -2.58
H  -2.92  -4.49  1.31
H  -4.39  -4.69  0.40
H  -4.78  -3.29  2.36
H  -4.97  -2.25  0.95
H  -3.47  -2.20  1.93
C  -4.98  1.36  0.52
C  -4.17  2.38  1.27
N  -3.19  3.06  0.45
C  -2.21  3.89  1.17
C  -1.27  3.08  2.09
C  -3.64  3.73  -0.77
C  -4.52  4.96  -0.53
H  -4.45  0.50  0.12
H  -5.58  1.76  -0.30
H  -5.74  0.98  1.22
H  -4.83  3.10  1.78
H  -3.65  1.85  2.08
H  -1.55  4.36  0.45
H  -2.75  4.63  1.77
H  -1.81  2.54  2.86
H  -0.62  2.42  1.52
H  -0.64  3.80  2.62
H  -4.24  2.98  -1.30
H  -2.81  3.93  -1.44
H  -4.87  5.33  -1.50
H  -4.00  5.73  0.04
H  -5.40  4.72  0.07
C  0.12  0.02  -2.22
C  -0.73  1.14  -1.67
O  -0.68  2.27  -2.17
N  -1.50  0.86  -0.62
C  -1.59  -0.37  0.15
H  0.40  0.19  -3.26
H  -0.33  -0.97  -2.09
H  1.08  0.05  -1.69
H  -2.12  1.62  -0.28
H  -1.85  -0.16  1.18
H  -0.72  -1.01  0.05
H  -2.44  -0.93  -0.26
C  2.11  -1.76  -4.54
C  3.26  -2.56  -5.14
O  3.19  -3.01  -6.27
N  4.31  -2.71  -4.31
C  5.57  -3.33  -4.65
H  2.07  -1.78  -3.45
H  1.19  -2.21  -4.92
H  2.17  -0.73  -4.88
H  4.20  -2.27  -3.41
H  5.84  -4.05  -3.88
H  6.37  -2.59  -4.72
H  5.47  -3.85  -5.60
C  5.76  -1.72  -1.07
C  4.53  -0.85  -1.01
O  3.97  -0.53  -2.05
N  4.13  -0.45  0.21
C  2.81  0.12  0.43
H  6.28  -1.79  -0.11
H  6.47  -1.27  -1.77
H  5.56  -2.71  -1.47
H  4.66  -0.80  0.98
H  2.00  -0.60  0.31
H  2.62  0.94  -0.26
H  2.75  0.50  1.45
C  1.47  4.04  -0.18
C  2.55  3.83  -1.21
O  3.65  4.37  -1.11
N  2.26  3.00  -2.23
C  3.25  2.55  -3.19
H  1.97  4.12  0.79
H  0.74  3.24  -0.11
H  0.92  4.95  -0.43
H  1.33  2.62  -2.33
H  2.77  1.80  -3.83
H  4.06  2.03  -2.68
H  3.60  3.32  -3.88

Calculated values
total charge = 0
gap between HOMO and LUMO = 0.3278 hartree
HOMO level = -8.6 eV
molar mass = 596.0 g mol⁻¹
spin multiplicity = 1
max |F| = 0.0296 Eh/bohr
LUMO energy = 0.289 eV

Here are the Löwdin charges for atoms 1 to 2, given in e: C -0.084; C -0.270